Record 1
{"formula": "C3HO3", "method": "ωB97M-V/def2-TZVPD", "spin_multiplicity": 1, "charge": -1, "e_homo_ev": -3.951, "relative_energy_ev": 1.6800, "symbols": ["O", "C", "C", "C", "O", "O", "H"], "positions_angstrom": [[2.15520, 0.57662, 1.10701], [1.12339, 0.81537, 0.60836], [-0.00589, 0.84629, -0.04088], [-0.58695, -0.90866, -0.30394], [-0.34328, -1.28019, -1.45290], [-1.20131, -1.38610, 0.62371], [-1.14116, 1.33666, -0.54136]], "nbo_charge": [-0.585, 0.588, -0.756, 0.884, -0.719, -0.700, 0.290]}

---

Record 2
{"formula": "C5H14N2PS", "method": "ωB97M-V/def2-TZVPD", "spin_multiplicity": 1, "charge": 1, "e_homo_ev": -12.589, "relative_energy_ev": 4.5782, "symbols": ["C", "C", "C", "C", "C", "N", "N", "P", "S", "H", "H", "H", "H", "H", "H", "H", "H", "H", "H", "H", "H", "H", "H"], "positions_angstrom": [[0.37209, -0.21220, -1.44796], [-1.20881, -0.71042, 0.17014], [0.11012, -1.18356, -0.18221], [-1.13194, 1.68141, 1.15246], [2.97075, -1.15947, 1.09277], [0.21415, 1.11707, -1.08527], [-1.41945, 0.76202, 0.01852], [-2.94348, 1.13437, -0.76468], [1.19421, -1.01289, 1.29736], [1.38661, -0.30715, -1.64620], [-0.12928, -0.42023, -2.41484], [-1.99610, -1.32331, -0.35668], [-1.47173, -0.88658, 1.21388], [0.20039, -2.24516, -0.47921], [-1.80323, 1.58865, 1.99378], [-0.09925, 1.27570, 1.54218], [-1.07393, 2.67029, 0.81110], [3.39096, -0.48007, 0.32325], [3.18289, -2.25348, 0.83453], [3.36094, -1.02342, 2.17013], [0.80554, 1.52189, -0.33638], [-2.77406, 0.69853, -2.13553], [-2.63073, 2.44259, -1.26826]], "nbo_charge": [-0.307, -0.295, -0.348, -0.457, -0.765, -0.298, -0.454, 0.570, 0.182, 0.265, 0.235, 0.259, 0.265, 0.268, 0.242, 0.246, 0.237, 0.234, 0.239, 0.278, 0.376, 0.012, 0.014]}

---

Record 3
{"formula": "C20H16IrN9O2", "method": "ωB97M-V/def2-TZVPD", "spin_multiplicity": 2, "charge": 3, "s2": 0.758, "e_homo_ev": [-18.910, -18.906], "symbols": ["Ir", "O", "C", "O", "C", "C", "C", "C", "C", "N", "H", "H", "H", "H", "N", "C", "N", "C", "N", "N", "C", "N", "C", "C", "C", "C", "C", "N", "H", "H", "H", "H", "H", "H", "H", "H", "N", "C", "C", "C", "C", "C", "N", "C", "H", "H", "H", "H"], "positions_angstrom": [[0.80734, 0.13307, -0.56248], [4.47396, 1.44856, -1.22252], [3.33291, 1.39802, -0.93960], [2.71488, 0.23739, -0.50141], [2.35324, 2.53178, -0.95269], [2.74397, 3.82855, -1.18476], [1.77484, 4.82750, -1.13875], [0.46035, 4.47942, -0.86218], [0.13511, 3.15210, -0.65234], [1.06934, 2.18736, -0.69875], [3.78699, 4.03623, -1.38749], [2.04548, 5.86143, -1.31023], [-0.31767, 5.22848, -0.80845], [-0.87975, 2.84807, -0.43915], [-1.64303, 0.67942, -2.80637], [-2.10352, 0.47760, -1.57824], [-3.39717, 0.50033, -1.37909], [-3.85036, 0.30330, -0.13493], [-5.13635, 0.27736, 0.08469], [-3.02585, 0.13207, 0.96448], [-1.77303, 0.11694, 0.70863], [-1.19586, 0.23911, -0.54452], [-0.78482, -0.04581, 1.79087], [-1.10329, -0.18948, 3.12159], [-0.07120, -0.33297, 4.04592], [1.24208, -0.33247, 3.60445], [1.51315, -0.18761, 2.25328], [0.50523, -0.04166, 1.38259], [-2.32101, 0.82498, -3.54363], [-0.67276, 0.65722, -3.06558], [-5.78593, 0.39533, -0.68235], [-5.49532, 0.13379, 1.01865], [-2.14502, -0.18721, 3.41343], [-0.29549, -0.44658, 5.09880], [2.06990, -0.44558, 4.29156], [2.51768, -0.18937, 1.85529], [-2.20473, -5.40310, 0.40093], [-1.26913, -4.82323, 0.07701], [-0.09796, -4.09813, -0.32605], [1.06211, -4.72649, -0.77765], [2.13847, -3.93289, -1.13732], [2.04045, -2.55934, -1.04400], [0.91128, -1.95231, -0.61133], [-0.13730, -2.71805, -0.25888], [1.11207, -5.80617, -0.84095], [3.06244, -4.36981, -1.49022], [2.87051, -1.91975, -1.30669], [-1.03723, -2.22736, 0.07642]], "lowdin_spin": [0.586, 0.017, 0.011, 0.166, 0.005, 0.001, 0.000, 0.000, 0.002, -0.002, 0.000, 0.000, 0.000, 0.000, 0.012, 0.009, 0.005, 0.006, 0.043, 0.042, 0.002, 0.102, -0.002, -0.003, 0.000, -0.003, -0.002, -0.012, 0.000, 0.001, 0.001, 0.001, 0.000, 0.000, 0.000, 0.000, 0.000, 0.000, 0.000, 0.004, 0.000, 0.002, 0.003, 0.005, 0.000, 0.000, 0.000, 0.000]}

---

Copy entry 3 word for word.
{"formula": "C20H16IrN9O2", "method": "ωB97M-V/def2-TZVPD", "spin_multiplicity": 2, "charge": 3, "s2": 0.758, "e_homo_ev": [-18.910, -18.906], "symbols": ["Ir", "O", "C", "O", "C", "C", "C", "C", "C", "N", "H", "H", "H", "H", "N", "C", "N", "C", "N", "N", "C", "N", "C", "C", "C", "C", "C", "N", "H", "H", "H", "H", "H", "H", "H", "H", "N", "C", "C", "C", "C", "C", "N", "C", "H", "H", "H", "H"], "positions_angstrom": [[0.80734, 0.13307, -0.56248], [4.47396, 1.44856, -1.22252], [3.33291, 1.39802, -0.93960], [2.71488, 0.23739, -0.50141], [2.35324, 2.53178, -0.95269], [2.74397, 3.82855, -1.18476], [1.77484, 4.82750, -1.13875], [0.46035, 4.47942, -0.86218], [0.13511, 3.15210, -0.65234], [1.06934, 2.18736, -0.69875], [3.78699, 4.03623, -1.38749], [2.04548, 5.86143, -1.31023], [-0.31767, 5.22848, -0.80845], [-0.87975, 2.84807, -0.43915], [-1.64303, 0.67942, -2.80637], [-2.10352, 0.47760, -1.57824], [-3.39717, 0.50033, -1.37909], [-3.85036, 0.30330, -0.13493], [-5.13635, 0.27736, 0.08469], [-3.02585, 0.13207, 0.96448], [-1.77303, 0.11694, 0.70863], [-1.19586, 0.23911, -0.54452], [-0.78482, -0.04581, 1.79087], [-1.10329, -0.18948, 3.12159], [-0.07120, -0.33297, 4.04592], [1.24208, -0.33247, 3.60445], [1.51315, -0.18761, 2.25328], [0.50523, -0.04166, 1.38259], [-2.32101, 0.82498, -3.54363], [-0.67276, 0.65722, -3.06558], [-5.78593, 0.39533, -0.68235], [-5.49532, 0.13379, 1.01865], [-2.14502, -0.18721, 3.41343], [-0.29549, -0.44658, 5.09880], [2.06990, -0.44558, 4.29156], [2.51768, -0.18937, 1.85529], [-2.20473, -5.40310, 0.40093], [-1.26913, -4.82323, 0.07701], [-0.09796, -4.09813, -0.32605], [1.06211, -4.72649, -0.77765], [2.13847, -3.93289, -1.13732], [2.04045, -2.55934, -1.04400], [0.91128, -1.95231, -0.61133], [-0.13730, -2.71805, -0.25888], [1.11207, -5.80617, -0.84095], [3.06244, -4.36981, -1.49022], [2.87051, -1.91975, -1.30669], [-1.03723, -2.22736, 0.07642]], "lowdin_spin": [0.586, 0.017, 0.011, 0.166, 0.005, 0.001, 0.000, 0.000, 0.002, -0.002, 0.000, 0.000, 0.000, 0.000, 0.012, 0.009, 0.005, 0.006, 0.043, 0.042, 0.002, 0.102, -0.002, -0.003, 0.000, -0.003, -0.002, -0.012, 0.000, 0.001, 0.001, 0.001, 0.000, 0.000, 0.000, 0.000, 0.000, 0.000, 0.000, 0.004, 0.000, 0.002, 0.003, 0.005, 0.000, 0.000, 0.000, 0.000]}